Here is C5H8N2 as an isolated structure from the OMol25 dataset. Energies are from the ωB97M-V functional and the def2-TZVPD basis.

## Properties
E in Eh: -304.68619
Largest force on an atom in eV Å⁻¹: 0.5
Lowest unoccupied orbital energy in Ha: 0.034
HOMO energy in eV: -7.7
M in u: 96.1
Relative energy (zero: lowest compared OMol25 entry of this formula, charge and spin) in kcal per mole: 93.7
2S+1: 1

```
15
C5H8N2 the ωB97M-V functional and the def2-TZVPD basis
C -1.529 1.393 -1.000
N -0.528 0.398 -0.630
C 0.839 0.603 -0.824
C 1.495 -0.124 0.118
C 0.526 -0.803 0.927
N 0.882 -1.646 1.997
C -0.784 -0.477 0.608
H -1.382 1.706 -2.038
H -2.515 0.941 -0.874
H -1.445 2.254 -0.334
H 1.205 1.215 -1.638
H 2.573 -0.202 0.214
H 1.591 -2.325 1.745
H 0.064 -2.128 2.352
H -0.918 -0.666 -0.793
```

Atom charges from the Mulliken analysis, given in e for atoms 1 to 4: C -0.86; N 0.31; C -0.47; C -0.53